DFT (ωB97M-V with the def2-TZVPD basis set) results for C2H8N4 as an isolated structure in a non-equilibrium geometry.

The calculation puts the molar mass at 88.11 g mol⁻¹. The energy relative to the best compared isomer or geometry (same formula, charge and spin) is 545.21 kJ/mol. For the max |F|, the calculation gives 2.58 eV Å⁻¹.

```
14
Properties=species:S:1:pos:R:3:lowdin_charge:R:1
C -1.663 0.619 0.747 -0.1426
C -0.085 -0.147 -1.728 0.0742
N -0.659 0.956 -0.244 -0.1078
N 2.054 -0.900 0.889 -0.0206
N 0.562 0.420 -0.028 -0.2081
N 0.769 -0.321 0.969 -0.1006
H 2.746 -0.237 0.542 0.0652
H 2.311 -1.181 1.826 0.0572
H -2.585 1.139 0.489 0.0683
H -1.333 0.939 1.742 0.0733
H -1.824 -0.466 0.819 0.0725
H 0.581 -1.010 -1.725 0.0579
H 0.234 0.647 -2.386 0.0593
H -1.109 -0.457 -1.913 0.0518
```